(1)
# C43H115F3N14O13P3S

A cluster of 10 separate species, C43H115F3N14O13P3S in total (ωB97M-V/def2-TZVPD, the OMol25 dataset).

The geometry in XYZ format:
```
192
Properties=species:S:1:pos:R:3:forces:R:3:lowdin_charge:R:1
S -0.95333 0.24494 -1.76133 0.04 0.33 -0.90 0.51
P 4.75073 2.96523 0.49829 1.54 -0.90 -0.35 0.52
P 4.16604 -3.45521 2.17263 -1.30 -0.06 1.08 0.58
P -3.32357 5.58019 0.73712 0.51 -1.27 -0.17 0.54
F -0.51815 1.11579 0.73415 -0.23 0.26 0.23 0.11
F 0.81171 -0.44944 0.13716 0.11 -0.16 0.03 0.10
F -1.23802 -0.91535 0.67738 0.06 -0.06 0.09 0.10
O -2.40553 0.23730 -1.73206 0.41 -0.57 0.46 -0.32
O -0.33664 -0.83874 -2.51189 -0.60 0.08 1.32 -0.33
O 3.76123 -3.88577 -3.49023 1.07 -0.31 0.44 -0.19
O -5.11197 0.51786 1.10036 0.19 -0.13 -0.85 -0.20
O 2.57560 1.55231 -5.73346 0.08 -0.42 0.02 0.14
O -1.16125 0.17238 5.23157 -0.27 -0.09 -0.32 -0.18
O 5.50520 3.42908 1.69309 -0.52 0.34 -0.47 -0.30
O -3.59492 6.96987 1.17360 0.70 -0.22 -0.53 -0.29
O -2.64978 -0.46919 -5.93661 0.26 0.05 -0.25 -0.21
O -2.00040 -4.58116 1.10063 0.97 0.35 -0.34 -0.19
O 4.59201 -2.83917 0.89601 0.21 -0.90 0.29 -0.27
O -0.39208 1.53509 -2.09172 0.20 0.06 0.57 -0.30
O 2.59860 3.73136 -6.15235 -0.32 0.38 -0.14 0.01
N 5.10823 1.35166 0.10120 -0.45 -0.58 -0.14 -0.28
N -4.02751 -5.61829 -0.42513 0.87 0.25 0.31 0.03
N 3.17275 -2.47810 3.13354 -0.31 -1.14 0.29 -0.29
N -4.92817 1.60465 -1.62787 0.38 -0.20 0.15 0.05
N -4.68147 4.67442 0.35098 -0.08 -0.31 -0.15 -0.31
N -0.25967 -1.51853 -5.27593 -1.38 -0.33 1.16 0.06
N 5.21287 3.75618 -0.91134 -0.86 -0.81 0.39 -0.30
N 3.22472 -4.85273 1.97538 -0.31 1.61 -0.11 -0.31
N -2.30872 5.35533 -0.59973 -0.39 0.59 0.33 -0.31
N -1.19542 1.73681 7.68737 0.70 -0.71 0.15 0.02
N -2.57958 4.66948 1.94072 -0.27 0.29 0.41 -0.29
N 5.43100 -3.88147 3.18624 0.46 0.82 -0.40 -0.30
N 3.11840 3.07542 0.66914 0.20 0.06 0.20 -0.29
N 2.12499 -2.27284 -1.90397 -0.40 0.08 -0.40 0.08
C -4.42977 -0.22049 2.09293 -0.87 0.59 0.00 -0.11
C 3.52972 -5.70285 0.84733 0.93 -0.78 0.42 -0.12
C -5.38185 -0.25811 -0.06843 -2.03 -0.06 0.50 -0.20
C -2.31257 0.80620 5.76996 0.23 -0.35 0.23 -0.22
C 2.21260 2.70404 -0.42128 0.04 0.16 0.67 -0.09
C -5.70839 4.53821 1.38066 0.57 -0.28 0.33 -0.11
C 6.45729 1.01409 -0.33757 0.34 0.56 -0.51 -0.11
C -5.29539 4.80934 -0.97377 0.62 0.56 0.07 -0.11
C 2.55245 3.14801 2.00946 -0.13 -0.40 0.01 -0.10
C -1.98315 4.01806 -1.12511 -1.23 1.11 -0.17 -0.09
C 4.24614 -4.64307 -4.57712 -1.48 -0.02 -0.14 -0.12
C 3.75061 -1.34513 3.83830 -0.59 0.10 -0.30 -0.09
C -1.28585 -3.91984 2.12468 -0.84 -0.68 0.91 -0.10
C -3.23227 -4.47083 -0.93834 -0.67 -0.86 0.29 -0.41
C -2.70920 3.24612 2.13941 -0.53 -0.15 0.52 -0.13
C -5.93076 0.62102 -1.20495 1.17 -0.02 -0.16 -0.42
C -6.28275 -0.22599 -2.41074 -0.48 -0.09 -0.92 -0.07
C 2.21990 2.63652 -5.40851 0.07 0.27 -0.21 -0.47
C -3.78438 0.34469 -5.78211 -0.73 -1.06 0.10 -0.10
C -0.45010 -0.02830 0.05642 -0.17 0.32 -1.24 -0.62
C -3.54543 1.27585 7.92646 -0.09 -0.93 -0.63 -0.07
C -2.63535 -3.67155 0.23970 -0.90 0.92 -0.81 -0.21
C -1.21227 -3.65565 -4.46784 -1.50 0.40 -0.27 -0.06
C 5.39411 -4.17124 4.61148 -0.65 0.13 -0.50 -0.12
C 6.09616 4.89468 -0.86993 -0.13 0.65 -0.42 -0.13
C 1.34021 3.06760 -4.26730 0.62 0.15 0.68 -0.07
C 2.28266 -3.70479 -1.63640 -0.33 0.69 0.71 -0.41
C 4.89328 3.24331 -2.25766 1.09 0.20 0.77 -0.11
C 4.36928 0.20880 0.66282 -0.53 1.25 1.21 -0.09
C -1.41526 -2.46194 -5.38608 0.75 0.39 -1.47 -0.41
C 1.40433 4.59668 -4.29868 -1.16 -0.33 0.44 -0.16
C -4.08019 -3.73669 -1.96796 0.97 0.97 0.46 -0.05
C 1.78306 -2.26669 2.67825 1.16 -0.34 -0.50 -0.08
C -1.36929 6.41060 -0.92322 -0.45 1.04 0.62 -0.12
C 2.13339 4.96571 -5.59048 0.23 -0.42 1.06 -0.16
C 2.63790 -5.53493 3.12197 0.79 0.10 -0.47 -0.11
C 2.60036 -4.47777 -2.91366 0.14 1.26 -0.77 -0.19
C -2.75937 -1.71400 -5.27011 -0.01 -0.08 0.96 -0.20
C -1.51328 5.30507 2.72294 -0.66 -0.21 0.02 -0.09
C 1.02324 -4.18898 -0.91778 -0.46 -1.95 0.08 -0.04
C 6.72301 -4.05622 2.53386 0.10 0.09 -0.67 -0.11
C -1.35168 -0.16100 3.86538 0.06 -0.71 0.28 -0.10
C -2.24199 0.75907 7.28665 0.38 1.82 0.48 -0.42
H -6.34510 3.69041 1.12381 -0.14 0.10 -0.08 0.08
H 0.39551 2.52660 -4.28787 -0.22 0.43 -0.30 0.12
H 2.36242 2.14468 2.41162 -0.25 -0.02 -0.02 0.08
H -0.24259 -1.32814 -4.26025 0.64 -0.13 -0.65 0.02
H 4.37378 2.28959 -2.22079 -0.07 0.08 0.07 0.07
H -0.96897 3.68100 -0.92313 -0.10 -0.13 0.23 0.07
H -0.78647 6.73942 -0.05177 0.31 -0.33 -0.10 0.07
H 4.64013 -5.61373 -4.26059 0.17 -0.03 0.01 0.08
H -2.15205 4.11230 -2.20126 0.40 -0.45 -0.14 0.09
H 4.95639 -4.10651 -5.20066 0.22 0.28 0.47 0.08
H 6.84494 -3.34454 1.71556 -0.13 0.17 0.16 0.07
H -4.07512 1.06119 -1.82652 -0.39 0.45 -0.20 0.03
H 6.56790 1.30830 -1.38570 0.28 -0.02 0.03 0.06
H -4.61082 -0.15753 -6.30945 -0.16 0.37 -0.07 0.09
H 3.15291 -3.81155 -0.98274 -0.12 0.32 -0.20 0.09
H -3.37620 -3.07176 -2.47621 -0.45 0.25 -0.24 0.05
H -1.21867 6.24849 2.27103 0.02 0.05 0.06 0.07
H -0.73960 -4.68324 2.67954 0.17 -0.02 -0.15 0.08
H 3.22233 3.62648 2.71965 0.11 0.21 -0.27 0.07
H -0.64547 4.64769 2.80625 0.07 -0.06 -0.24 0.07
H 1.81987 -1.65240 1.77441 -0.45 0.20 0.18 0.08
H 7.08390 4.69199 -0.44997 -0.13 -0.09 0.18 0.08
H -2.78035 3.36805 -0.76832 0.50 -0.50 0.08 0.06
H 1.93604 4.92252 -3.40545 0.06 0.23 -0.12 0.09
H -3.55299 2.84157 1.57958 0.44 -0.07 -0.53 0.06
H 2.57002 1.79310 -0.90121 -0.24 0.08 -0.33 0.07
H 1.63399 -5.84340 2.82686 0.01 -0.36 0.31 0.08
H -1.99880 -2.85425 -0.11273 0.57 -0.48 -0.23 0.11
H 1.36145 -3.22818 2.39977 -0.04 -0.01 0.04 0.04
H -1.92468 -0.22475 7.64320 -0.57 -0.29 -0.28 0.14
H -3.37140 -6.04060 0.23301 -0.45 -0.39 0.02 0.06
H 1.73976 2.79609 -3.28969 0.28 -0.68 -0.31 0.09
H 7.54996 -3.89510 3.22524 -0.09 -0.14 0.15 0.08
H -5.40606 -0.54105 -2.98079 0.18 -0.16 0.32 0.06
H -3.62963 1.33802 -6.19366 0.27 -0.07 -0.01 0.09
H 1.13993 -2.06361 -2.11492 0.62 -0.22 -0.34 0.03
H 3.36657 -4.81258 -5.21595 0.22 -0.38 -0.31 0.08
H -3.62116 -2.29939 -5.61819 0.12 -0.09 -0.51 0.12
H -4.75880 -5.22851 0.16782 -0.09 -0.05 -0.08 0.07
H 5.52529 -5.24132 4.78369 0.18 -0.01 0.25 0.08
H -1.53434 0.66881 3.18181 0.15 0.39 0.24 0.07
H -4.93984 -1.17330 2.28234 0.26 -0.19 -0.16 0.09
H -0.93639 1.50738 8.64628 -0.16 0.33 0.08 0.07
H -4.51613 4.81093 -1.73523 -0.11 -0.06 -0.02 0.07
H 7.26247 1.47932 0.24107 -0.21 0.29 0.10 0.08
H 6.81459 -5.02655 2.03311 0.14 -0.22 0.39 0.08
H 3.57089 -5.13224 -0.07646 0.00 -0.39 0.18 0.05
H 4.83752 -0.75818 0.51539 0.01 0.21 -0.46 0.05
H 1.61111 3.69557 1.95015 -0.01 0.03 0.16 0.07
H -3.01893 -1.51416 -4.22020 0.33 0.08 0.23 0.10
H -0.67086 -0.64233 -5.59023 0.52 0.14 -0.45 0.05
H 1.45633 5.52749 -6.22945 0.32 -0.21 -0.55 0.12
H -5.23427 4.28160 2.33026 -0.06 0.17 0.04 0.07
H 3.84235 -0.50168 3.14336 0.68 -0.18 0.43 0.05
H -0.34686 1.47200 7.18392 -0.10 0.24 -0.15 0.07
H -0.22339 -4.07247 -4.62767 0.18 0.22 0.49 0.06
H -4.09442 0.39680 -4.73149 0.20 0.28 0.04 0.07
H 4.29047 0.33366 1.75368 0.23 0.00 -0.21 0.05
H -3.38461 -3.08619 0.79952 -0.49 -0.39 0.05 0.12
H 4.34209 3.97529 -2.85107 -0.11 -0.02 0.00 0.07
H -2.03171 -3.53040 2.82953 0.15 0.39 0.09 0.09
H -3.69334 2.33009 7.70183 0.13 0.02 -0.09 0.08
H -2.37042 -4.89687 -1.46128 -0.03 -0.10 -0.01 0.13
H -0.68768 6.13614 -1.72518 -0.14 -0.15 -0.06 0.07
H -4.64560 2.12562 -0.79782 -0.17 0.12 -0.04 0.04
H -5.96397 3.97352 -1.16939 -0.02 0.03 0.06 0.06
H -4.57558 -0.93086 -0.36261 0.53 0.46 -0.20 0.11
H -6.83334 1.17080 -0.92594 0.05 -0.16 0.54 0.13
H -3.58102 1.14724 9.00765 0.20 -0.03 0.01 0.07
H 2.07265 3.53149 -1.12003 0.21 -0.11 -0.22 0.08
H 4.49535 -6.21021 1.02101 0.17 0.19 -0.26 0.08
H -2.99512 2.97172 3.16732 0.19 0.42 0.27 0.07
H -1.92490 7.31932 -1.17981 0.13 -0.08 -0.38 0.08
H 6.14237 -3.57844 5.14087 0.22 -0.18 0.00 0.08
H 2.59596 -4.90042 4.00484 -0.13 0.19 -0.16 0.07
H 1.83511 -4.29761 -3.67905 -0.51 -0.36 0.28 0.11
H 0.39426 5.00526 -4.24226 0.11 0.25 -0.10 0.11
H -3.23358 0.29809 5.45902 0.06 0.00 -0.28 0.12
H 0.25401 -4.47887 -1.64355 -0.10 0.41 -0.09 0.07
H -1.86070 5.49280 3.74189 0.05 0.15 0.09 0.08
H -0.60458 -3.12170 1.83870 -0.15 -0.02 -0.53 0.05
H 5.88141 3.07954 -2.69667 -0.27 -0.14 -0.65 0.08
H 3.32208 0.19474 0.35024 0.10 -0.16 -0.44 0.06
H 3.30378 -6.37258 3.36694 -0.46 -0.33 0.18 0.08
H 6.24395 5.22909 -1.90022 0.10 -0.07 -0.01 0.07
H 5.63811 5.75423 -0.37222 0.16 -0.11 0.28 0.08
H 1.18099 -1.81718 3.46541 0.17 0.06 0.04 0.07
H -3.38407 -0.33959 1.81200 0.07 -0.21 0.21 0.07
H -6.91630 -1.09702 -2.22638 0.20 -0.08 0.40 0.07
H -4.54669 -4.39746 -2.69305 0.18 -0.24 0.10 0.08
H -1.76210 2.73728 1.95946 -0.07 -0.18 -0.38 0.06
H -2.20609 -0.83851 3.77103 -0.08 -0.07 -0.01 0.08
H 2.85610 -6.56114 0.79335 -0.51 0.43 -0.16 0.09
H 4.65874 -1.68878 4.32730 0.26 0.57 -0.19 0.07
H 6.67654 -0.05049 -0.28881 -0.49 -0.11 0.04 0.08
H -6.29792 5.44882 1.51699 -0.08 0.00 -0.08 0.08
H -6.22323 -0.92200 0.18595 0.04 -0.28 0.17 0.12
H -5.82566 5.76601 -1.03384 -0.22 -0.07 -0.14 0.08
H 0.56029 -3.52917 -0.18384 0.35 0.57 -0.30 0.06
H 2.24354 -1.76392 -1.04074 0.48 -0.05 0.21 0.04
H -1.36190 -2.85578 -6.40866 -0.16 0.08 -0.12 0.12
H -2.28235 1.83718 5.40374 -0.51 0.14 0.22 0.13
H -1.49204 -3.31666 -3.46732 0.82 -0.34 0.32 0.05
H 1.13983 -5.12077 -0.34138 0.37 0.00 -0.16 0.07
H 2.73974 -5.55353 -2.76736 -0.04 -0.09 0.24 0.12
H 4.42789 -3.87305 5.01932 -0.04 -0.10 -0.05 0.07
H 3.06070 -0.96780 4.59925 -0.07 -0.40 0.17 0.09
H -4.37555 0.70681 7.49680 -0.17 0.10 0.18 0.07
H -1.93147 -4.44223 -4.72122 -0.02 -0.01 -0.02 0.08
H -0.46887 -0.71363 3.55063 -0.01 0.21 -0.10 0.06
H -4.57477 0.37564 2.99689 0.54 -0.07 0.10 0.08
H 3.01922 5.53741 -5.31876 -0.03 0.31 -0.44 0.12
H -4.85827 -3.12689 -1.50628 -0.06 0.02 0.07 0.06
H 1.23452 2.51835 0.01587 0.00 -0.19 -0.12 0.06
H -6.86129 0.36229 -3.12901 0.08 0.23 0.12 0.08
```
Positions in Å, forces in eV/Å.

Charge = -1
Spin multiplicity = 1
LUMO = 1.922 eV
Max |F| = 0.0406 Eh/bohr
Frontier orbital gap = 8.1 eV
DFT total energy = -140793.4537 eV

(2)
# C43H21AsCrF15GeO3S3Se4

A structure of composition C43H21AsCrF15GeO3S3Se4 (ωB97M-V/def2-TZVPD, the OMol25 dataset).

The geometry in XYZ format:
```
92
Properties=species:S:1:pos:R:3:forces:R:3:lowdin_charge:R:1
Se -1.73980 1.33040 -0.06530 -1.30 0.71 -1.54 0.14
Se 0.23840 -0.37220 -2.43520 0.21 0.05 -0.37 0.04
Se 0.21320 2.44030 -0.02000 0.71 -0.07 -0.26 0.19
Se -1.82310 0.75100 -2.41170 -0.13 -0.03 0.32 0.02
As 1.05340 -2.37560 0.70830 1.31 -1.70 0.13 1.20
Ge -3.69180 -2.54180 -0.18180 0.30 -0.08 -0.28 0.76
Cr 0.23560 -0.19290 0.02890 1.17 2.31 0.20 -0.58
S 2.59230 0.26490 0.24670 0.11 0.41 0.00 0.57
S -1.20200 0.40820 2.78110 -0.22 0.23 0.53 0.40
S -1.63220 -1.92980 0.02400 -1.96 -1.26 -0.24 0.28
F -2.75470 -2.97590 -2.89410 0.13 -0.33 -0.40 0.08
F -3.82110 -7.92770 -0.92340 0.05 0.19 -0.07 0.09
F -4.54320 -5.70250 0.46170 0.05 -0.37 -0.11 0.08
F -2.78130 -4.39950 1.94120 -0.16 -0.03 0.55 0.07
F -2.12170 -5.20960 -4.39320 0.00 0.01 0.17 0.10
F -4.46000 0.35660 0.03100 -0.57 0.05 -0.20 0.02
F -6.19520 1.97670 -1.34070 0.05 -0.18 -0.10 0.11
F -6.47830 -1.59740 1.24640 -0.10 0.01 0.44 0.09
F -2.62560 -7.68660 -3.36810 -0.06 0.35 0.25 0.09
F -7.41860 -1.71840 -4.02820 0.12 0.10 0.15 0.09
F -5.74810 -3.30380 -2.61310 -0.23 0.16 -0.24 0.09
F -3.54030 -4.80200 4.54740 -0.21 0.23 -0.22 0.10
F -7.28240 -1.99170 3.82230 0.26 -0.09 -0.10 0.09
F -5.81080 -3.58380 5.48710 0.17 0.10 -0.56 0.10
F -7.67840 0.92260 -3.38930 0.28 -0.20 0.17 0.10
O -2.27030 -0.54850 2.63990 -0.28 -0.07 0.63 -0.35
O -1.59810 1.78360 2.54420 0.08 -0.09 0.59 -0.42
O 0.02070 0.02400 2.03020 0.08 -0.07 0.25 -0.57
C 4.90330 -1.10100 -0.24420 -0.07 -0.15 0.02 -0.13
C -0.04550 -6.39400 -1.49880 0.00 -0.09 0.02 -0.11
C -0.33230 -3.04680 4.59400 0.07 -0.14 0.12 -0.07
C -6.67300 -1.19640 -3.03370 -0.19 0.24 -0.09 -0.13
C 0.34920 0.09180 7.06240 0.07 -0.02 0.02 -0.29
C 3.55190 -1.18380 0.09270 -0.62 -0.13 0.20 -0.68
C 2.97340 -2.44150 0.32540 0.15 0.08 -0.16 -0.38
C 0.85410 -0.06200 8.46870 -0.06 0.06 -0.05 -0.06
C -3.58900 -4.28710 -1.16630 0.17 -0.28 -0.02 -0.12
C 5.08120 -3.50130 -0.15830 0.07 -0.21 0.02 -0.12
C 0.76300 -4.14030 -1.47770 0.13 0.30 0.09 -0.12
C 3.74010 -3.59260 0.18050 -0.34 -0.04 0.13 -0.11
C -0.22790 -6.34340 -0.12660 0.04 -0.13 -0.01 -0.09
C 2.16160 -2.81390 3.40450 0.09 0.07 -0.46 -0.08
C -4.25290 -3.99730 3.73290 -0.16 -0.10 0.45 -0.13
C 1.23270 0.20800 5.99720 -0.23 0.06 0.09 -0.05
C -6.04980 0.68580 -1.67280 -0.18 0.01 -0.10 -0.13
C -1.01940 0.12120 6.80990 0.01 -0.02 -0.13 -0.05
C -5.72830 -2.36640 2.06000 0.39 -0.28 -0.54 -0.20
C -3.54420 -6.70040 -1.41180 0.04 -0.22 -0.25 -0.15
C -2.98830 -4.20380 -2.41650 -0.13 0.15 0.39 -0.25
C 1.01500 -2.76030 2.61420 -0.10 0.11 0.22 -0.32
C -1.49440 0.23500 5.51550 -0.17 -0.03 0.07 -0.05
C -6.14810 -2.56020 3.36350 -0.14 -0.15 0.53 -0.13
C -3.87720 -3.78730 2.42250 0.01 0.24 -0.62 -0.24
C -5.80500 -1.99540 -2.30640 0.15 0.10 0.44 -0.21
C 0.43110 -5.28270 -2.17850 0.13 -0.03 -0.01 -0.09
C -2.67000 -5.31570 -3.17210 -0.10 -0.33 -0.06 -0.15
C 0.75700 0.33270 4.70200 0.26 0.01 -0.05 -0.04
C -5.40600 -3.37660 4.21540 0.07 0.04 -0.23 -0.12
C -0.60250 0.32420 4.46600 0.08 0.03 -0.50 -0.24
C -0.23180 -2.86320 3.22710 -0.08 -0.02 -0.26 -0.12
C -5.18720 -0.14580 -0.97930 0.27 -0.33 0.12 -0.26
C 0.09840 -5.19720 0.58080 0.16 0.38 0.16 -0.09
C -3.87640 -5.55850 -0.69990 0.00 0.50 -0.16 -0.21
C 5.65290 -2.25230 -0.36450 0.10 -0.04 0.01 -0.12
C -4.59240 -2.97600 1.54700 0.05 0.27 0.54 -0.10
C -2.93480 -6.58340 -2.65530 -0.24 0.28 0.09 -0.15
C 2.05650 -2.98790 4.77500 0.10 -0.08 0.03 -0.10
C -5.04910 -1.49890 -1.25700 0.24 0.16 -0.06 -0.10
C 0.81310 -3.11680 5.36990 -0.02 -0.07 0.05 -0.10
C -6.80570 0.15200 -2.71420 0.16 -0.22 0.14 -0.12
C 0.61110 -4.09370 -0.09210 -0.14 -0.02 -0.14 -0.39
H 0.36610 -0.89900 8.96680 0.00 -0.06 0.07 0.07
H 3.26980 -4.56350 0.32910 0.12 0.09 -0.03 0.10
H -0.28410 -7.29830 -2.04130 -0.05 -0.08 -0.05 0.10
H 5.67610 -4.39910 -0.26990 0.01 -0.02 -0.01 0.08
H 0.73730 -3.26710 6.43810 -0.01 0.05 0.10 0.10
H -0.62500 -7.20410 0.39440 -0.04 -0.07 0.06 0.10
H 2.95180 -3.01620 5.38220 0.07 -0.01 0.03 0.09
H 3.13680 -2.70620 2.93570 -0.09 0.00 0.09 0.10
H -0.05580 -5.14910 1.65490 0.00 -0.04 -0.09 0.10
H 1.92830 -0.23130 8.47390 0.08 -0.01 0.07 0.07
H 1.12610 -3.25190 -1.99820 -0.13 -0.24 0.03 0.08
H -1.72140 0.03070 7.62850 -0.04 0.00 0.10 0.11
H 0.53780 -5.30260 -3.25330 0.02 -0.03 -0.12 0.10
H -1.30400 -3.13220 5.05720 -0.13 0.03 0.03 0.10
H -1.12560 -2.76210 2.62380 0.04 0.03 0.01 0.05
H 6.69670 -2.18030 -0.63430 0.15 0.00 -0.05 0.09
H -2.55230 0.23730 5.30130 -0.15 -0.05 0.03 0.12
H 1.43720 0.40980 3.86640 0.05 -0.04 -0.08 0.12
H 0.64120 0.83880 9.04550 0.05 0.03 0.12 0.07
H 2.29970 0.18050 6.17820 0.06 0.00 0.00 0.11
H 5.33170 -0.12810 -0.42310 0.11 0.14 -0.04 0.09
```
Positions in Å, forces in eV/Å.

⟨S²⟩ = 3.877
Charge = -2
Spin multiplicity = 4
LUMO (alpha / beta) = 3.828 / 3.826 eV
Max |F| = 0.0505 Eh/bohr
Frontier orbital gap (alpha / beta) = 5.4 / 5.8 eV
ΔE to the lowest compared entry with this formula, charge and spin = 161.0 kJ/mol
DFT total energy = -531507.1690 eV

- What is the formula in the second record?
  C43H21AsCrF15GeO3S3Se4

- Which of these has the lowest DFT total energy?
  C43H21AsCrF15GeO3S3Se4

- The highest DFT total energy belongs to which entry?
  C43H115F3N14O13P3S

- What is the formula in the second record?
  C43H21AsCrF15GeO3S3Se4